P:
The following is a DFT calculation (ωB97M-V/def2-TZVPD) of a 2-piece molecular cluster, C3H6N4OS overall.

Properties
**SMILES**: C=NN1CS1.NN=C=O
**HOMO level**: -8.5 eV
**Frontier orbital gap**: 8.71 eV
**Lowest unoccupied orbital energy**: 0.256 eV

The geometry in ORCA input format:
```
! wB97M-V def2-TZVPD RIJCOSX def2/J DEFGRID3
* xyz 0 1
H 0.7131 -0.8859 -1.8754
H 0.4144 2.2433 -0.5024
H -2.2140 -1.9316 0.0112
C 1.4719 2.0387 -0.2402
H -1.4918 -1.9174 1.4677
H 2.0106 2.9407 0.0661
N 1.9103 0.8923 0.1228
N -2.1932 -1.3790 0.8895
C -1.9105 1.0003 0.4223
S 2.4168 -1.7199 -0.2693
N 1.5109 -0.3182 0.1438
H 0.0301 -1.8330 -0.3808
O -1.8030 2.1361 0.2027
N -1.6862 -0.1289 0.7602
C 0.8205 -1.1375 -0.8183
*
```

natural (NBO) atomic charge list, values in e, 4 entries: atom 1 (H): 0.222, atom 2 (H): 0.163, atom 3 (H): 0.356, atom 4 (C): -0.168

Q:
The following is a DFT calculation (ωB97M-V/def2-TZVPD) of one molecule with the formula C3H6N4OS.

Properties
**HOMO level**: -8.0 eV
**Frontier orbital gap**: 7.84 eV
**Lowest unoccupied orbital energy**: -0.183 eV

The geometry in ORCA input format:
```
! wB97M-V def2-TZVPD RIJCOSX def2/J DEFGRID3
* xyz 0 1
N -0.0864 0.1697 -0.0204
H -2.6206 -1.7698 -1.6767
N 1.3886 1.2947 1.2984
N 1.7003 -1.0397 1.0486
S -1.1986 0.0700 -1.7050
H 1.9540 1.5624 2.0561
O -0.4509 0.1118 -2.9167
H 2.3916 -0.9960 1.8360
H -1.5889 -1.8928 -0.1238
C 1.0531 0.0012 0.8241
H -0.9147 -2.4723 -1.7956
N -0.5640 1.5049 0.2186
H 0.2572 3.1376 1.1262
C 0.2709 2.0347 1.0452
C -1.5918 -1.7166 -1.2150
*
```

natural (NBO) atomic charge list, values in e, 4 entries: atom 1 (N): -0.527, atom 2 (H): 0.216, atom 3 (N): -0.614, atom 4 (N): -0.749

P is the least stable structure shown above.